Molecular formula: C37H74BrFNO21
Method: DFT, wB97M-V/def2-TZVPD

Geometry (Å):
C 4.25141 -3.48600 1.82146
O 5.07781 -2.61220 1.09432
C 5.44430 -1.41270 1.75157
C 5.40009 -0.27562 0.75133
C 3.95700 0.07558 0.36928
C 3.42946 1.31010 1.11539
C 2.44900 0.97641 2.24661
C 0.98486 1.17833 1.82038
C -0.01676 0.28235 2.53314
N -0.42180 -0.96288 1.78185
Br 1.00545 -2.24090 1.91859
C -0.81397 -0.70532 0.34537
C 0.28346 -0.82792 -0.69450
C 0.33437 -2.19620 -1.38213
O 0.03618 -2.13795 -2.75054
C -1.58057 -1.60692 2.51391
C -2.85924 -0.82705 2.30696
O -3.67413 -1.13969 1.44353
F -3.01811 0.24479 3.08905
H 4.24862 -3.26397 2.88115
H 4.61524 -4.49534 1.69083
H 3.24271 -3.45157 1.40586
H 6.43987 -1.53380 2.16553
H 4.77259 -1.16117 2.57119
H 5.90056 0.58509 1.17343
H 5.94171 -0.59193 -0.12682
H 3.93977 0.25528 -0.69614
H 3.31646 -0.77772 0.56477
H 2.92536 1.98900 0.43953
H 4.25265 1.85531 1.54913
H 2.63460 1.67317 3.05238
H 2.61789 -0.00865 2.66066
H 0.89503 1.15403 0.74428
H 0.73068 2.18747 2.10510
H -0.89015 0.85196 2.80936
H 0.43033 -0.04705 3.45801
H -1.30568 0.25699 0.31615
H -1.56904 -1.43607 0.10087
H 0.03234 -0.11839 -1.47308
H 1.25439 -0.52174 -0.33746
H -0.35526 -2.88306 -0.89040
H 1.32169 -2.62807 -1.30670
H -0.73671 -1.59314 -2.90227
H -1.29736 -1.73103 3.54762
H -1.73906 -2.57992 2.08442
C -5.47936 1.96028 -0.58803
C -4.31279 1.01025 -0.75008
O -4.22385 0.48875 -2.08363
C -3.68283 1.31724 -2.98038
O -3.22592 2.40341 -2.74672
O -3.69297 0.70747 -4.15927
C -3.18514 1.49717 -5.24397
H -6.40430 1.47723 -0.90242
H -5.57848 2.26717 0.45319
H -5.34678 2.85283 -1.19724
H -4.44908 0.14609 -0.10945
H -3.36873 1.49101 -0.47623
H -2.19768 1.88881 -5.01356
H -3.87141 2.31236 -5.46393
H -3.12260 0.84244 -6.10727
C 10.32653 3.12940 4.66528
C 9.85106 2.36726 3.44821
O 9.10573 1.18992 3.81309
C 7.85590 1.39383 4.18834
O 7.27479 2.44755 4.23424
O 7.32262 0.21549 4.52178
C 5.99310 0.31047 5.02503
H 10.89017 2.47360 5.32903
H 10.96603 3.95809 4.36395
H 9.48688 3.53252 5.23033
H 10.69928 1.99971 2.87563
H 9.25154 2.99369 2.79073
H 5.35986 0.87612 4.34211
H 5.99131 0.77744 6.00827
H 5.61354 -0.70469 5.10831
C 7.80701 5.33813 1.86261
C 6.59563 5.31782 2.77009
O 6.52416 6.50434 3.57435
C 6.06558 7.58656 2.95088
O 5.67845 7.63874 1.81372
O 6.08222 8.59772 3.81498
C 5.65719 9.84906 3.26790
H 8.71467 5.50154 2.44598
H 7.89485 4.39209 1.32707
H 7.73682 6.14058 1.12957
H 6.66574 4.48822 3.46737
H 5.67445 5.19719 2.19888
H 4.68569 9.75644 2.78904
H 6.39203 10.21627 2.55399
H 5.58634 10.54087 4.10131
C -6.05905 -1.44078 4.54619
C -6.29812 -1.96586 3.14375
O -7.18386 -3.08640 3.14916
C -8.47805 -2.77753 3.27738
O -8.92771 -1.66656 3.35104
O -9.17015 -3.90802 3.28306
C -10.58179 -3.73788 3.45964
H -5.71693 -2.24468 5.19994
H -5.31015 -0.64731 4.53773
H -6.97514 -1.03700 4.97243
H -5.37148 -2.33760 2.72028
H -6.67865 -1.18645 2.48358
H -10.98310 -3.03446 2.73501
H -10.79455 -3.39687 4.47081
H -11.03006 -4.71383 3.30493
C -0.79473 -5.32288 -5.07579
C -0.72579 -5.19363 -3.57011
O -0.82941 -6.47096 -2.92129
C 0.28708 -7.19637 -2.91672
O 1.35335 -6.85652 -3.35432
O 0.02437 -8.35100 -2.31105
C 1.12651 -9.26331 -2.27569
H -1.69273 -5.86670 -5.37017
H -0.81063 -4.33702 -5.53991
H 0.06483 -5.86938 -5.46014
H -1.57323 -4.61462 -3.20626
H 0.18280 -4.68641 -3.25467
H 2.01162 -8.79106 -1.85693
H 1.33931 -9.63407 -3.27629
H 0.82135 -10.08980 -1.64174
C -7.11444 0.41135 -5.88406
C -7.60550 1.76652 -6.34575
O -7.15783 2.06751 -7.67359
C -7.84240 1.47221 -8.65019
O -8.79280 0.75219 -8.50869
O -7.30193 1.83481 -9.80969
C -7.91180 1.23487 -10.95663
H -6.02999 0.34592 -5.98533
H -7.38083 0.24436 -4.84032
H -7.54986 -0.38891 -6.48030
H -7.18945 2.55312 -5.71833
H -8.69080 1.83939 -6.29183
H -8.98688 1.39420 -10.95517
H -7.69184 0.16925 -10.98508
H -7.47489 1.71774 -11.82499

Output
* net charge: +1
* E_HOMO: -0.4421 Ha
* F_max: 4.08 eV Å⁻¹